Formula: C14H30O6S
Source: OMol25
Level of theory: the ωB97M-V functional and the def2-TZVPD basis

The HOMO-LUMO gap is 9.84 eV. For the HOMO energy, the calculation gives -9.4 eV. The calculation puts the electronic energy at -38117.234 eV. The SMILES is CCCC[C@H]1CCCOS1(=O)=O.COCCOCCOC.

Element x y z (Å)
S: -3.13653 -2.59474 -2.37931
O: -3.86622 -3.37991 -3.52818
O: 1.60362 1.53644 1.02700
O: 2.34277 4.48065 1.73719
O: 3.51209 2.83739 -1.03976
O: -3.67197 -0.97401 -2.45770
O: -1.59533 -2.71505 -2.67948
C: 2.66007 2.07270 1.83431
C: 1.64221 5.59811 2.25944
C: -3.48883 -3.46543 -0.76007
C: -4.24127 -0.93779 0.08839
C: 2.24657 3.33795 2.58928
C: -4.18406 -2.54247 0.39861
C: -3.27262 -0.41587 -1.12343
C: 0.46803 -3.52857 -0.15214
C: 2.35645 2.03015 -1.27169
C: -1.02936 -3.29441 0.49793
C: 1.16186 -2.03931 -0.33643
C: 4.65102 2.35477 -1.73732
C: 1.31515 2.26270 -0.17505
C: -2.16161 -4.28575 -0.15713
H: 3.57022 2.22219 1.24791
H: 1.16587 3.32438 0.02912
H: 1.22046 3.22721 2.95698
H: -3.46019 0.75845 -1.22909
H: 2.92261 3.49738 3.43631
H: 1.11394 -4.10712 0.66145
H: 2.04073 5.88028 3.23720
H: 2.09300 -2.05399 -1.04930
H: 1.94083 2.31858 -2.24181
H: 0.57364 5.37252 2.33504
H: 2.88202 1.29513 2.57337
H: -1.03492 -3.39155 1.68410
H: 4.46480 2.33980 -2.81330
H: 1.52073 -1.60175 0.69263
H: -2.57654 -4.98271 0.71872
H: -1.34728 -2.19589 0.24871
H: -4.27244 -4.33018 -1.01218
H: 0.35748 1.86712 -0.53043
H: -3.88439 -0.38975 1.08732
H: -3.68465 -2.79742 1.44726
H: -2.12413 -0.54201 -0.94031
H: 4.91449 1.35435 -1.38130
H: 2.63354 0.96806 -1.29626
H: 1.76873 6.43614 1.56881
H: -5.31696 -2.90255 0.51040
H: -5.36631 -0.57212 -0.06327
H: 5.48945 3.02547 -1.52905
H: 0.42756 -4.10947 -1.18738
H: 0.39400 -1.24689 -0.79175
H: -1.73829 -5.00127 -1.00433


Formula: C14H31BClN2O6S
Source: OMol25
Level of theory: the ωB97M-V functional and the def2-TZVPD basis

The HOMO-LUMO gap is 7.68 eV. For the HOMO energy, the calculation gives -5.3 eV. The calculation puts the electronic energy at -54321.760 eV. As for the charge: -1.

Element x y z (Å)
Cl: -3.21357 -3.69714 -0.15270
S: -2.39088 -1.83826 0.27325
O: -3.02631 -1.41077 1.47590
O: -2.51912 5.50830 0.55057
O: 4.74198 -2.61401 2.65477
O: 1.94303 -0.85277 -3.09606
O: -2.52436 -1.08842 -0.93850
O: 3.88089 -1.73244 0.82658
N: -2.45420 3.26079 0.68435
N: 1.84677 1.17272 -4.05699
C: 2.10022 -0.13656 0.27347
C: -3.08648 4.43096 0.44207
C: -0.16202 0.27063 -2.96171
C: -0.69348 -2.27373 0.52308
C: -2.99319 1.91513 0.59185
C: 4.01067 -2.72283 1.70651
C: 2.69016 -1.51424 0.02449
C: 0.09423 0.08738 2.18617
C: 3.33772 -4.05628 1.40952
C: -0.29787 -2.49496 1.97611
C: -0.26309 -1.24185 2.86959
C: -4.54292 4.35631 0.02424
C: 1.23144 2.42182 -4.44085
C: 1.28630 0.13259 -3.37671
B: 1.68884 0.36361 1.80678
H: -5.14970 3.87658 0.79312
H: 1.95272 -2.29100 0.22939
H: -4.03428 1.94950 0.28701
H: 2.58424 -4.02851 0.62850
H: 2.81903 1.02857 -4.27942
H: 1.86132 1.58949 1.82487
H: -2.44031 1.32415 -0.13761
H: -1.48875 3.35744 0.96390
H: -0.95600 -3.24862 2.41975
H: 3.00469 -1.62837 -1.01475
H: 0.69188 -2.95391 1.92682
H: -0.51973 0.22677 1.27615
H: -0.81507 0.39255 -3.82742
H: -4.89333 5.37259 -0.12903
H: -0.53461 -3.16768 -0.07905
H: 1.25071 2.55851 -5.52464
H: -0.24824 0.87624 2.86771
H: -0.29885 1.12794 -2.30136
H: 0.50502 -1.44293 3.62337
H: -2.92762 1.40477 1.55301
H: -0.44306 -0.63116 -2.42598
H: 2.89067 -4.43148 2.32957
H: -4.65970 3.78976 -0.90039
H: 2.41180 -0.13567 2.66626
H: 4.13067 -4.74537 1.11596
H: -1.21502 -1.16900 3.40588
H: 0.19495 2.43650 -4.11836
H: 1.73785 3.27133 -3.97827
H: 1.22173 -0.07926 -0.39199
H: -0.13843 -1.45461 0.06419
H: 2.82061 0.57894 -0.14296


Formula: C14H31CuN5O8
Source: OMol25
Level of theory: the ωB97M-V functional and the def2-TZVPD basis

The HOMO-LUMO gap (alpha / beta) is 7.93 / 7.84 eV. For the HOMO energy (alpha / beta), the calculation gives -7.9 / -7.7 eV. The calculation puts the electronic energy at -83487.822 eV. The spin multiplicity is 2.

Element x y z (Å)
Cu: -1.09593 -0.88909 0.63741
O: -2.71323 1.64066 -1.36876
O: 1.68807 -2.93802 0.92762
O: 0.91716 1.75578 0.66155
O: -0.44580 -0.06523 3.88550
O: -3.21773 -2.74939 -0.11948
O: -4.70144 -3.82437 1.11072
O: -3.37863 -2.19273 1.77430
O: 0.32571 -1.48495 -2.73970
N: -2.06077 0.62619 5.19925
N: -0.02799 -3.49045 -3.49055
N: 0.75183 3.96638 0.88717
N: -2.03323 2.58255 -3.25830
N: 3.83382 -3.44045 1.01119
C: -4.40395 2.78465 -2.42910
C: -2.97556 2.32190 -2.38754
C: 0.17713 0.59670 6.14434
C: 2.59561 -3.70001 1.21042
C: -0.77687 0.40747 4.96653
C: 2.31822 -4.93741 1.97362
C: -0.36321 4.00916 1.84016
C: 1.82437 -2.35443 -4.37892
C: 2.38717 3.11171 -0.75280
C: -2.33043 3.15394 -4.53455
C: 0.59778 -2.38379 -3.53366
C: -3.87900 -2.92231 0.90746
C: 1.29228 2.92068 0.31155
C: 4.25925 -2.28035 0.22505
H: 2.77135 -4.92541 2.96490
H: 4.47273 -4.13658 1.36797
H: -1.24420 3.46825 1.49466
H: 2.61447 -3.10433 -4.33999
H: 2.29961 -1.42528 -4.06439
H: -4.78910 1.97356 -3.04708
H: -0.45417 0.50474 7.02814
H: 3.31256 3.47925 -0.30932
H: -4.90996 2.70522 -1.46694
H: -1.12919 2.15023 -3.13221
H: -2.48833 1.12017 5.96949
H: 1.10224 4.88806 0.66853
H: 0.11612 -4.26919 -4.11737
H: -4.50659 3.74245 -2.93917
H: -0.93634 -3.54652 -3.05252
H: -0.62383 5.04749 2.04520
H: 2.63291 2.13966 -1.18039
H: 3.85611 -1.36401 0.65621
H: 2.18600 3.83034 -1.54728
H: 1.25544 -5.17710 2.00755
H: -0.05141 3.69447 2.83608
H: -2.93496 2.57095 -5.22936
H: 0.95420 -0.16664 6.18399
H: 4.02030 -2.36748 -0.83486
H: -2.52782 4.22216 -4.44484
H: -2.55993 0.19174 4.43625
H: 5.34235 -2.40106 0.24566
H: -1.34730 3.17317 -5.00486
H: 0.61879 1.59254 6.18087
H: 2.85581 -5.65798 1.35729
H: 1.52766 -2.17742 -5.41271


Formula: C14H32AgBr2FN4O4
Source: OMol25
Level of theory: the ωB97M-V functional and the def2-TZVPD basis

The HOMO-LUMO gap is 8.83 eV. For the HOMO energy, the calculation gives -8.6 eV. The calculation puts the electronic energy at -175987.796 eV.

Element x y z (Å)
Ag: -0.63133 0.91045 -0.13094
Br: 3.54259 -0.05250 -4.77928
Br: 3.17519 -0.40947 -1.37933
F: -1.01150 1.68504 -2.31384
O: -2.49308 -0.15115 1.15396
O: -0.00567 3.11170 1.01978
O: 0.74364 -0.20308 1.42314
O: -4.78692 -3.68569 -2.06108
N: -2.94831 0.40962 3.19274
N: 2.44271 -1.65971 2.00448
N: -3.07917 -2.43572 -2.83570
N: 2.02640 3.61712 0.13407
C: 1.64625 -0.62195 -2.65496
C: -2.90958 1.84144 2.92415
C: 3.39807 -0.59198 2.01368
C: 1.83683 0.18200 -3.93021
C: -3.43511 0.01999 4.58344
C: -2.74540 -0.56446 2.27037
C: 1.20304 3.37214 1.13450
C: 3.44586 3.82052 0.38568
C: -2.01750 -1.48039 -2.57014
C: 2.91830 -3.02202 2.37433
C: 1.11695 -1.38195 1.63364
C: -3.96344 -2.80619 -1.87496
C: 1.71149 3.27605 -1.25639
C: -3.08742 -3.05687 -4.14676
H: -2.80756 -2.29498 -4.87430
H: -2.92283 2.03022 1.85070
H: 0.45478 -2.25748 1.71826
H: 2.32035 -3.79113 1.88543
H: -2.36465 -3.87172 -4.18866
H: 1.98551 2.22931 -1.38809
H: -1.06515 -1.89007 -2.90675
H: -2.06315 -1.05167 -1.56903
H: 3.69132 4.35253 1.30483
H: -4.08582 -3.36113 -4.46096
H: 2.16291 3.96219 -1.97301
H: -2.81457 -1.57959 2.69101
H: -3.75691 -2.37264 -0.88421
H: -2.75794 0.48873 5.29746
H: 1.07565 0.08746 -4.70464
H: 3.95915 2.86258 0.46919
H: 1.51193 -1.64903 -2.99433
H: 3.89358 4.28816 -0.49121
H: 3.08983 -3.08622 3.44883
H: 4.15714 -0.83164 1.26905
H: 1.90951 1.24658 -3.70772
H: 3.89571 -3.15674 1.91105
H: 3.91542 -0.52501 2.97075
H: -4.42217 0.45569 4.73827
H: 2.96299 0.31403 1.59183
H: 1.77265 3.46394 2.07223
H: -3.78326 2.33501 3.34980
H: -2.01831 2.23845 3.41008
H: 0.65933 3.29825 -1.54024
H: 0.78744 -0.32630 -2.05235
H: -3.41848 -1.05793 4.74448
H: -2.01728 -0.67276 -3.30214